{"formula": "C22H24N2O", "method": "the ωB97M-V functional and the def2-TZVPD basis", "e_above_lowest_kj_mol": 293.8, "energy_ha": -1037.4124, "spin_multiplicity": 1, "gap_ev": 8.70, "symbols": ["C", "C", "C", "C", "C", "C", "C", "C", "C", "C", "O", "N", "C", "C", "C", "C", "C", "N", "C", "C", "C", "C", "C", "C", "C", "H", "H", "H", "H", "H", "H", "H", "H", "H", "H", "H", "H", "H", "H", "H", "H", "H", "H", "H", "H", "H", "H", "H", "H"], "xyz": [[-2.828166, -0.945486, 0.267052], [-3.340189, 0.284295, 1.072837], [-4.497589, 0.097848, 1.775927], [-5.146641, 1.118199, 2.334938], [-4.600283, 2.445136, 2.233246], [-3.273923, 2.578425, 1.751910], [-2.623510, 1.458334, 1.249076], [-1.155794, 1.618119, 0.898083], [-0.142890, 1.559552, 1.840123], [1.237555, 1.354130, 1.406270], [2.062372, 1.356976, 2.271523], [1.609593, 1.199850, 0.118128], [2.794705, 0.522455, -0.230151], [2.639159, -1.005994, -0.540510], [2.203113, -1.876554, 0.603716], [1.849442, -3.330298, 0.289570], [3.049986, -3.892291, -0.474202], [3.496199, -2.893744, -1.502018], [3.884902, -1.509376, -1.065277], [0.614728, 1.511160, -0.866630], [0.898982, 1.708199, -2.210219], [-0.112820, 1.926687, -3.168765], [-1.347100, 2.174037, -2.812704], [-1.708050, 2.162755, -1.451913], [-0.737918, 1.746707, -0.505489], [-3.514218, -1.383712, -0.513154], [-1.863939, -0.863678, -0.178250], [-2.638285, -1.693843, 1.048792], [-4.812710, -0.880587, 1.897403], [-6.073826, 0.911440, 2.871077], [-5.112281, 3.269396, 2.765971], [-2.860124, 3.592631, 1.599475], [-0.519874, 1.584595, 2.888699], [3.560753, 0.679459, 0.492824], [3.302897, 0.965965, -1.129685], [1.823375, -1.044086, -1.309831], [3.002537, -1.714221, 1.313751], [1.318167, -1.390379, 0.962472], [1.426750, -3.985738, 1.034843], [1.090632, -3.167945, -0.442140], [3.868240, -4.147641, 0.220690], [2.869916, -4.881409, -0.896729], [4.186206, -3.205646, -2.167894], [4.115088, -0.921030, -1.961777], [4.777067, -1.670949, -0.406845], [1.894325, 1.560269, -2.552340], [0.110210, 1.978713, -4.253076], [-2.061165, 2.578039, -3.452962], [-2.715605, 2.461236, -1.115831]], "atomic_forces_ev_per_a": [[-0.5, -0.3, 1.2], [2.1, -1.4, -1.3], [0.6, 0.0, -0.8], [-0.8, 3.2, 1.2], [0.4, -1.0, 0.9], [-2.1, 0.8, 0.2], [1.1, 1.0, -0.7], [1.3, -0.7, 0.3], [-3.8, 0.0, -1.8], [-0.6, 1.0, 1.8], [2.3, -0.5, 1.9], [-3.2, 0.6, -2.3], [1.7, -1.0, -1.4], [-2.0, 2.0, 0.3], [-0.4, 0.7, 1.5], [1.4, 1.1, -1.8], [1.2, 0.3, 0.1], [-0.2, -0.3, -0.6], [0.9, -3.0, -1.5], [-0.3, 0.4, -0.3], [-0.3, -0.9, -0.5], [4.0, -0.4, -1.4], [-3.3, 1.1, 3.2], [1.1, -0.7, 0.1], [-1.3, 0.1, 0.4], [0.4, 0.8, 1.0], [0.7, 0.7, -0.5], [-0.4, -0.3, -0.3], [-1.0, -1.8, -0.1], [0.2, 0.4, -0.1], [0.3, -0.4, -0.8], [0.1, -0.8, 0.6], [1.3, -0.3, -0.7], [0.2, 0.1, 1.1], [-0.9, -0.2, 0.5], [0.9, -0.2, 0.1], [0.1, -0.5, 0.9], [-0.6, 0.2, 0.9], [0.3, 0.2, 0.7], [-1.0, -0.4, -0.8], [0.0, 0.5, 0.3], [-0.4, 0.3, -0.7], [-0.1, -0.7, 0.3], [0.6, -0.4, 0.1], [-0.7, 1.1, 0.0], [0.7, -0.1, -0.3], [0.3, 0.0, 0.9], [-1.1, 0.2, -1.4], [0.7, -0.4, -0.2]]}



{"formula": "C22H24N2O4", "method": "the ωB97M-V functional and the def2-TZVPD basis", "e_above_lowest_kj_mol": 287.8, "energy_ha": -1263.1874, "spin_multiplicity": 1, "gap_ev": 8.71, "symbols": ["C", "O", "C", "C", "C", "C", "C", "C", "C", "O", "N", "C", "C", "C", "O", "C", "C", "C", "O", "C", "C", "N", "C", "C", "C", "C", "C", "C", "H", "H", "H", "H", "H", "H", "H", "H", "H", "H", "H", "H", "H", "H", "H", "H", "H", "H", "H", "H", "H", "H", "H", "H"], "xyz": [[-8.146350, 0.186780, 1.073017], [-7.303203, -0.141629, -0.004246], [-5.958586, -0.022437, 0.160209], [-5.176119, -0.361562, -0.945020], [-3.802450, -0.279575, -0.884683], [-3.169756, 0.149164, 0.276672], [-1.657305, 0.216779, 0.378713], [-1.127779, -1.123158, 0.926730], [0.361257, -1.379444, 0.694249], [0.763283, -2.481662, 0.394068], [1.146675, -0.289210, 0.891300], [2.520341, -0.138425, 0.665026], [3.329095, -1.202905, 0.280544], [4.681015, -0.978634, 0.067346], [5.564561, -1.939384, -0.313517], [5.081744, -3.246285, -0.524428], [5.228482, 0.293854, 0.242045], [4.415808, 1.347294, 0.626159], [4.842371, 2.625169, 0.824294], [6.202626, 2.915616, 0.610800], [3.055577, 1.128206, 0.837395], [-1.033796, 0.552375, -0.877922], [-0.669897, -0.304526, -1.871020], [-0.115259, 0.420420, -2.889294], [-0.149997, 1.774009, -2.503880], [-0.720905, 1.819676, -1.263348], [-3.949481, 0.489163, 1.370713], [-5.330452, 0.405886, 1.324339], [-9.160628, 0.017194, 0.715359], [-7.958066, -0.453380, 1.941062], [-8.037180, 1.236613, 1.364004], [-5.674201, -0.688476, -1.843699], [-3.215791, -0.539951, -1.752479], [-1.412217, 1.024027, 1.083804], [-1.322564, -1.170570, 2.000772], [-1.665484, -1.952898, 0.464357], [0.689075, 0.574429, 1.143670], [2.885285, -2.172682, 0.151125], [4.659553, -3.670330, 0.391483], [4.326353, -3.271399, -1.315215], [5.946879, -3.832826, -0.830026], [6.284007, 0.410532, 0.064860], [6.312435, 3.979368, 0.816301], [6.845860, 2.347003, 1.289768], [6.498095, 2.713670, -0.423424], [2.438906, 1.964160, 1.128169], [-0.808104, -1.363393, -1.785180], [0.273534, 0.027199, -3.807651], [0.207587, 2.610638, -3.070626], [-0.932634, 2.658427, -0.628253], [-3.477180, 0.827973, 2.282434], [-5.900318, 0.680123, 2.197916]], "atomic_forces_ev_per_a": [[-0.1, 0.1, 0.2], [0.2, -0.1, -0.2], [0.2, 0.0, 0.0], [-0.2, 0.0, 0.1], [0.0, 0.0, 0.1], [0.0, 0.2, 0.2], [-0.3, -0.3, 0.4], [0.2, 0.0, -0.2], [-0.4, 0.1, 0.3], [0.1, -0.2, -0.1], [0.1, 0.4, 0.2], [0.4, 0.2, 0.0], [0.1, -0.5, -0.1], [-0.2, 0.3, 0.1], [0.0, 0.3, 0.1], [-0.1, -0.2, 0.0], [0.3, 0.1, 0.0], [-0.2, -0.2, 0.0], [-0.3, -0.2, 0.0], [0.2, 0.0, 0.0], [0.0, 0.0, 0.0], [0.0, 0.1, 0.0], [0.1, -0.3, -0.2], [0.0, -0.1, -0.1], [0.0, 0.2, 0.0], [0.0, 0.4, 0.0], [0.2, -0.1, -0.2], [-0.4, 0.0, 0.0], [0.1, 0.0, 0.1], [0.0, 0.0, 0.0], [0.0, 0.0, 0.0], [-0.1, 0.0, -0.1], [0.0, 0.0, -0.1], [0.0, -0.1, -0.2], [-0.1, 0.0, 0.0], [0.1, 0.0, 0.0], [0.0, -0.2, -0.1], [0.0, -0.1, 0.0], [0.0, 0.0, 0.0], [0.0, 0.0, 0.0], [-0.1, 0.0, 0.0], [0.1, 0.1, 0.0], [0.0, -0.1, 0.0], [0.0, 0.0, 0.0], [0.0, 0.0, 0.0], [-0.1, 0.1, 0.0], [0.0, -0.2, 0.1], [0.1, -0.1, -0.1], [0.1, 0.2, -0.1], [-0.1, 0.1, 0.1], [0.1, 0.1, 0.1], [-0.1, 0.0, 0.1]]}



{"formula": "C22H24N2O7S", "method": "the ωB97M-V functional and the def2-TZVPD basis", "e_above_lowest_kj_mol": 75.3, "energy_ha": -1887.1402, "spin_multiplicity": 1, "gap_ev": 8.91, "symbols": ["C", "C", "C", "O", "C", "C", "C", "C", "S", "O", "O", "N", "C", "O", "C", "C", "O", "N", "C", "C", "C", "C", "C", "O", "C", "C", "C", "C", "C", "O", "C", "C", "H", "H", "H", "H", "H", "H", "H", "H", "H", "H", "H", "H", "H", "H", "H", "H", "H", "H", "H", "H", "H", "H", "H", "H"], "xyz": [[-8.845139, -2.976938, -1.504101], [-8.290214, -1.665591, -0.964666], [-6.805144, -1.784443, -0.638504], [-6.369262, -0.529508, -0.142566], [-5.086008, -0.374109, 0.235486], [-4.747225, 0.896553, 0.724599], [-3.462343, 1.163491, 1.141229], [-2.514106, 0.157002, 1.070115], [-0.861712, 0.528925, 1.572295], [-0.040965, -0.632154, 1.671445], [-0.826819, 1.464674, 2.641281], [-0.237399, 1.391167, 0.154229], [-0.171515, 2.764960, 0.090293], [-0.882090, 3.472183, 0.748274], [0.821075, 3.298368, -0.921101], [1.825541, 2.305750, -1.458135], [2.893708, 2.628914, -1.908415], [1.383938, 0.999479, -1.495435], [2.224195, 0.002114, -2.162098], [3.347909, -0.435076, -1.259164], [4.667221, -0.310420, -1.660641], [5.707915, -0.714978, -0.841827], [5.437203, -1.243632, 0.415799], [6.363467, -1.658066, 1.320602], [7.731100, -1.693717, 0.966843], [8.073903, -2.877896, 0.066984], [4.106318, -1.352811, 0.828073], [3.076768, -0.957027, 0.003472], [0.270932, 0.544203, -0.822524], [-0.241428, -0.522787, -1.036947], [-2.817777, -1.097217, 0.585768], [-4.108468, -1.369491, 0.168345], [-8.325550, -3.268198, -2.414113], [-8.728154, -3.773007, -0.772350], [-9.902380, -2.872340, -1.731126], [-8.823781, -1.376014, -0.058484], [-8.423476, -0.870315, -1.699202], [-6.647172, -2.564313, 0.118271], [-6.240711, -2.049633, -1.542438], [-5.517846, 1.649467, 0.763470], [-3.171974, 2.129900, 1.521756], [0.251852, 3.690065, -1.772250], [1.348601, 4.150609, -0.485366], [2.620929, 0.455519, -3.072403], [1.572232, -0.838050, -2.411623], [4.894237, 0.110074, -2.629056], [6.719703, -0.599384, -1.196948], [8.254098, -1.791821, 1.922389], [8.037943, -0.748185, 0.503058], [7.792894, -3.805824, 0.558606], [7.539333, -2.815463, -0.877702], [9.142262, -2.891617, -0.130739], [3.903978, -1.753507, 1.808241], [2.057881, -1.054809, 0.350188], [-2.038442, -1.839317, 0.534033], [-4.341620, -2.351866, -0.208440]], "atomic_forces_ev_per_a": [[0.1, 0.2, 0.1], [0.3, -0.1, 0.1], [-0.3, -0.2, -0.1], [0.0, 0.2, 0.1], [0.3, 0.1, 0.1], [0.0, -0.1, -0.1], [-0.2, 0.1, 0.0], [0.7, 0.0, 0.3], [0.0, 0.2, -0.1], [-0.3, -0.2, -0.2], [-0.3, 0.2, -0.2], [-0.3, -0.8, 1.2], [0.0, 0.6, -0.2], [0.0, 0.3, 0.0], [0.1, 0.2, 0.1], [-0.2, 0.3, 0.2], [0.1, 0.1, -0.1], [0.2, -0.2, -0.3], [0.1, -0.2, -0.2], [0.1, 0.0, -0.2], [-0.3, -0.1, 0.1], [0.3, -0.1, 0.2], [-0.3, 0.0, -0.1], [-0.3, 0.0, 0.1], [0.4, -0.1, -0.2], [-0.2, 0.3, 0.2], [0.2, 0.0, 0.1], [0.2, 0.0, -0.1], [-0.2, -0.2, -0.6], [0.2, -0.2, -0.1], [0.1, 0.0, 0.0], [-0.2, -0.1, -0.1], [0.0, -0.1, -0.1], [0.0, -0.1, 0.0], [-0.1, -0.1, 0.0], [0.0, 0.1, 0.0], [0.0, 0.1, 0.0], [0.0, 0.1, -0.1], [0.0, 0.0, 0.1], [-0.1, 0.1, 0.0], [-0.1, 0.2, 0.0], [0.0, -0.1, 0.1], [-0.1, -0.2, 0.0], [-0.1, -0.1, 0.1], [0.1, 0.2, 0.0], [0.0, 0.1, -0.1], [0.1, 0.0, 0.0], [0.0, 0.1, -0.2], [0.0, 0.0, 0.1], [0.0, -0.1, 0.0], [0.0, 0.0, -0.1], [0.1, 0.0, 0.0], [0.0, -0.1, 0.1], [-0.1, -0.1, 0.1], [0.0, -0.1, -0.1], [0.0, -0.1, 0.0]]}



{"formula": "C22H24N3O3Pd", "method": "the ωB97M-V functional and the def2-TZVPD basis", "e_above_lowest_kj_mol": 0.0, "energy_ha": -1369.4111, "spin_multiplicity": 1, "charge": 3, "gap_ev": [3.53, 3.51], "symbols": ["Pd", "C", "O", "C", "C", "O", "C", "C", "O", "C", "H", "H", "H", "H", "H", "H", "H", "H", "H", "H", "H", "H", "H", "H", "N", "C", "C", "C", "C", "C", "C", "C", "C", "C", "C", "C", "C", "N", "C", "C", "C", "C", "N", "H", "H", "H", "H", "H", "H", "H", "H", "H", "H"], "xyz": [[-0.281804, 0.447547, 1.284111], [1.738935, 2.083086, 2.774838], [0.953766, 0.863848, 2.915391], [0.454783, 0.717991, 4.279341], [-0.250916, -0.616721, 4.424551], [-1.133448, -0.880823, 3.342554], [-2.470901, -0.416517, 3.454332], [-2.596432, 1.079105, 3.273129], [-1.910994, 1.496061, 2.048727], [-1.916167, 2.943515, 1.899021], [2.569592, 2.045301, 3.477603], [2.111940, 2.119040, 1.754550], [1.118638, 2.954769, 2.981183], [1.317417, 0.758216, 4.946393], [-0.180645, 1.576943, 4.495115], [0.475331, -1.429351, 4.422356], [-0.770426, -0.641372, 5.386389], [-3.026553, -0.947474, 2.680430], [-2.910358, -0.687489, 4.418558], [-3.646343, 1.359834, 3.169970], [-2.176858, 1.643289, 4.105640], [-2.947149, 3.293097, 1.924511], [-1.351331, 3.404661, 2.708985], [-1.463854, 3.176532, 0.938619], [2.124998, -1.651686, -8.484582], [1.855231, -1.504760, -7.378063], [1.513379, -1.321854, -5.998356], [1.388776, -2.443595, -5.163251], [1.065769, -2.278615, -3.828666], [0.862644, -0.993345, -3.330153], [0.982482, 0.127388, -4.160392], [1.311513, -0.039513, -5.497070], [0.478392, -0.759524, -1.914403], [1.423844, -0.914704, -0.912045], [2.739645, -1.540218, -1.074741], [3.275705, -1.629150, 0.145987], [2.302452, -0.999756, 1.073701], [1.247844, -0.563395, 0.453546], [-0.828331, -0.365030, -1.642957], [-1.933064, -0.429917, -2.603016], [-3.027134, -0.003129, -1.962487], [-2.595621, 0.328962, -0.589847], [-1.321582, 0.122909, -0.408529], [1.541466, -3.433292, -5.572539], [0.949929, -3.149189, -3.193892], [0.844967, 1.126772, -3.764517], [1.417485, 0.817486, -6.147999], [3.138774, -1.878180, -2.017741], [4.219391, -2.059478, 0.447129], [2.413927, -0.881763, 2.143733], [-1.833389, -0.790674, -3.614661], [-4.041379, 0.076179, -2.323950], [-3.224340, 0.687982, 0.213464]], "atomic_forces_ev_per_a": [[0.0, 0.0, 0.0], [0.0, 0.0, 0.0], [0.0, 0.0, 0.0], [0.0, 0.0, 0.0], [0.0, 0.0, 0.0], [0.0, 0.0, -0.1], [0.0, 0.0, 0.0], [0.0, 0.0, 0.0], [0.0, 0.0, 0.0], [0.0, 0.0, 0.0], [0.0, 0.0, 0.0], [0.0, 0.0, 0.0], [0.0, 0.0, 0.0], [0.0, 0.0, 0.0], [0.0, 0.0, 0.0], [0.0, 0.0, 0.0], [0.0, 0.0, 0.0], [0.0, 0.0, 0.0], [0.0, 0.0, 0.0], [0.0, 0.0, 0.0], [0.0, 0.0, 0.0], [0.0, 0.0, 0.0], [0.0, 0.0, 0.0], [0.0, 0.0, 0.0], [0.0, 0.0, 0.0], [0.0, 0.0, 0.0], [0.0, 0.0, 0.0], [0.0, 0.0, 0.0], [0.0, 0.0, 0.0], [0.0, 0.0, 0.0], [0.0, 0.0, 0.0], [0.0, 0.0, 0.0], [0.0, 0.0, 0.0], [0.0, 0.0, 0.0], [0.0, 0.0, 0.0], [0.0, 0.0, 0.0], [0.0, 0.0, 0.0], [0.0, 0.0, 0.0], [0.0, 0.0, 0.0], [0.0, 0.0, 0.0], [0.0, 0.0, 0.0], [0.0, 0.0, 0.0], [0.0, 0.0, 0.0], [0.0, 0.0, 0.0], [0.0, 0.0, 0.0], [0.0, 0.0, 0.0], [0.0, 0.0, 0.0], [0.0, 0.0, 0.0], [0.0, 0.0, 0.0], [0.0, 0.0, 0.0], [0.0, 0.0, 0.0], [0.0, 0.0, 0.0], [0.0, 0.0, 0.0]]}